[1]
98
Properties=species:S:1:pos:R:3:lowdin_charge:R:1 method="wB97M-V/def2-TZVPD" mol_weight_g_mol=894.50 spin_multiplicity=1 charge=-1 energy_ev=-92001.2039 lumo_ev=0.25 gap_ha=0.1739 homo_ev=-4.48 largest_force_ev_per_a=1.814
C 7.28782 -3.70196 -1.63767 -0.16
C 6.62517 -2.59026 -0.79739 -0.25
B 5.91558 -1.43078 -1.60507 -0.59
O 6.27456 -0.13779 -1.18780 -0.02
Nb 4.35750 -1.59519 -3.43300 0.92
C 2.84224 -0.06263 -2.75204 -0.38
C 1.63352 -0.67681 -1.99116 -0.31
C 0.76103 -1.56862 -2.85909 -0.24
F 0.21143 -2.61651 -2.10061 -0.10
P 5.94301 0.23132 -4.42903 0.07
S 4.92642 0.63070 -6.08634 -0.10
H 7.62287 -3.33215 -2.60917 0.04
H 6.59791 -4.52054 -1.84657 0.06
H 8.15521 -4.12124 -1.11790 0.05
H 7.36858 -2.15162 -0.11512 0.08
H 5.84264 -3.04054 -0.17022 0.09
H 5.51369 0.41793 -0.99651 0.06
H 3.28109 -2.27008 -4.79572 -0.12
H 5.59369 -2.74031 -4.20510 -0.13
H 3.86469 -2.90312 -2.29084 -0.07
H 2.46607 0.52679 -3.60005 0.03
H 3.32633 0.65153 -2.06283 0.02
H 1.97501 -1.27126 -1.13771 0.09
H 1.01569 0.14098 -1.59553 0.08
H -0.09233 -1.01755 -3.26672 0.11
H 1.32627 -2.01091 -3.68346 0.05
H 6.19860 1.38231 -3.65445 -0.14
H 7.25723 -0.17790 -4.71795 -0.10
C -3.08273 1.29736 1.82899 -0.06
C -2.61578 2.59946 1.95587 -0.06
C -1.26230 2.87228 1.83016 -0.01
C -0.40255 1.81690 1.58412 -0.15
C -0.83738 0.50945 1.45668 0.00
C -2.19427 0.25871 1.58036 -0.05
N 1.04011 2.09080 1.43470 -0.35
O 1.41270 3.24482 1.52813 0.05
O 1.76804 1.14819 1.23057 0.09
H -4.14056 1.08841 1.91380 0.07
H -3.30934 3.40784 2.14558 0.11
H -0.87274 3.87548 1.91829 0.12
H -0.12812 -0.27922 1.25369 0.12
H -2.55901 -0.75406 1.47196 0.11
C -8.76341 -3.61820 1.87822 -0.07
C -8.81993 -2.55251 2.76868 -0.07
C -8.04988 -1.42142 2.55164 0.00
C -7.23706 -1.38918 1.43274 -0.14
C -7.15876 -2.43464 0.53339 0.00
C -7.93291 -3.55933 0.76819 -0.08
N -6.41912 -0.18752 1.18345 -0.35
O -6.47189 0.71505 1.99741 0.06
O -5.73102 -0.16850 0.18728 0.09
H -9.37121 -4.49681 2.05140 0.11
H -9.46614 -2.59977 3.63492 0.11
H -8.07236 -0.57916 3.22667 0.12
H -6.51275 -2.36796 -0.32868 0.12
H -7.88431 -4.38909 0.07520 0.11
C 3.76229 4.03884 4.45427 -0.05
C 2.40211 3.79940 4.59953 -0.05
C 1.78025 4.00570 5.81959 0.00
C 2.55280 4.45213 6.87801 -0.16
C 3.91129 4.69403 6.76300 -0.01
C 4.51542 4.48259 5.53333 -0.05
N 1.90237 4.68717 8.17949 -0.36
O 0.71446 4.45354 8.27122 0.07
O 2.58892 5.10406 9.09071 0.06
H 4.22190 3.88954 3.48778 0.08
H 1.85460 3.45823 3.73318 0.08
H 0.72437 3.82757 5.95884 0.12
H 4.46980 5.04112 7.61918 0.11
H 5.57372 4.67205 5.41169 0.11
C -10.84541 -6.61797 -4.47470 -0.07
C -9.49359 -6.33429 -4.61825 -0.06
C -8.93526 -5.25061 -3.95822 0.00
C -9.75832 -4.47524 -3.16275 -0.15
C -11.10733 -4.73264 -3.00396 0.00
C -11.64986 -5.81888 -3.67232 -0.07
N -9.16779 -3.32631 -2.44570 -0.35
O -7.98484 -3.10908 -2.61138 0.08
O -9.89769 -2.67245 -1.73005 0.08
H -11.27445 -7.46667 -4.99102 0.11
H -8.86906 -6.95648 -5.24479 0.11
H -7.88819 -5.00437 -4.05257 0.12
H -11.70683 -4.09366 -2.37303 0.12
H -12.70308 -6.04052 -3.56452 0.11
C 7.80328 3.63058 -2.48184 -0.07
C 6.45001 3.62040 -2.17223 -0.07
C 6.02768 3.94789 -0.89357 0.01
C 6.98529 4.28309 0.04666 -0.15
C 8.33932 4.30215 -0.23436 -0.01
C 8.74392 3.96885 -1.51720 -0.06
N 6.53912 4.63690 1.40570 -0.34
O 5.34844 4.58277 1.63174 0.06
O 7.37908 4.96032 2.22097 0.07
H 8.12523 3.36655 -3.48063 0.11
H 5.72159 3.34498 -2.92281 0.10
H 4.98243 3.94138 -0.62211 0.12
H 9.04747 4.56633 0.53635 0.12
H 9.79769 3.96990 -1.76158 0.11



[2]
17
Properties=species:S:1:pos:R:3:nbo_charge:R:1 method="wB97M-V/def2-TZVPD" mol_weight_g_mol=140.06 spin_multiplicity=1 charge=0 energy_ev=-25943.5794 lumo_ev=-0.02 de_lowest_kj_mol=112.9 gap_ha=0.3003 homo_ev=-8.20 largest_force_ev_per_a=1.848
C 2.65182 1.95374 -0.32082 -0.25
C -2.58168 0.93732 0.30401 -0.25
C 0.43704 -2.59458 -0.28071 -0.95
O 2.25050 1.30635 0.85433 -0.81
O -1.52268 0.05306 0.23991 -0.73
P 1.82597 -0.28123 1.04660 0.58
P 1.11166 -0.92425 -0.75515 0.16
H 3.74784 1.77577 -0.39854 0.19
H 2.60408 2.99697 -0.23338 0.18
H 1.94098 1.67036 -1.04552 0.19
H -3.18895 1.10026 -0.56243 0.18
H -2.26061 1.90247 0.57544 0.16
H -3.34940 0.58032 0.95672 0.16
H 1.00175 -3.17603 0.51209 0.24
H 0.27595 -3.16746 -1.19110 0.24
H -0.57603 -2.50754 0.04879 0.23
H -1.39005 -0.35967 1.11882 0.48



[3]
61
Properties=species:S:1:pos:R:3:nbo_charge:R:1 method="wB97M-V/def2-TZVPD" mol_weight_g_mol=554.21 spin_multiplicity=1 charge=-1 energy_ev=-113788.5406 lumo_ev=2.66 de_lowest_kj_mol=0.0 gap_ha=0.2845 homo_ev=-5.08 largest_force_ev_per_a=0.466
Li 0.56561 0.21008 -1.12523 0.87
C 2.36278 5.58781 -2.89092 -0.62
C 2.40499 4.98137 -1.49399 -0.21
N 1.08294 4.64703 -0.99354 -0.43
C 0.40071 5.67071 -0.21552 -0.21
C 0.64540 5.52653 1.28209 -0.62
C 0.51597 3.42089 -1.17720 0.35
S 1.31884 2.27392 -2.14621 -0.41
N -0.70135 3.29551 -0.62536 -0.69
C -1.24984 2.14221 -0.26910 0.65
O -0.68233 1.04185 -0.10370 -0.77
C -2.72508 2.20733 0.02391 -0.04
C -3.38807 3.41940 0.19152 -0.19
C -4.74772 3.44242 0.46044 -0.24
C -5.45994 2.25422 0.55198 -0.22
C -4.80490 1.04337 0.37637 -0.22
C -3.44217 1.01842 0.12031 -0.20
H 3.36456 5.87507 -3.21657 0.20
H 1.72610 6.47533 -2.91525 0.19
H 1.96628 4.85298 -3.59061 0.23
H 2.85334 5.68283 -0.78482 0.18
H 3.00883 4.07596 -1.50113 0.24
H -0.66501 5.60912 -0.42502 0.22
H 0.75811 6.64209 -0.56783 0.18
H 0.25465 4.56887 1.62476 0.23
H 0.14761 6.32619 1.83541 0.20
H 1.71292 5.56561 1.50833 0.20
H -2.82006 4.33536 0.10704 0.22
H -5.25588 4.38967 0.59672 0.20
H -6.52381 2.27240 0.75659 0.20
H -5.35798 0.11391 0.43590 0.21
H -2.91565 0.08422 -0.02688 0.25
Ge 0.77822 -3.67414 -0.65438 1.27
C 1.53382 -3.01849 1.01210 -0.42
C 0.74403 -2.55928 2.06041 -0.16
C 1.32621 -2.12790 3.24464 -0.23
C 2.70482 -2.15425 3.38939 -0.21
C 3.50130 -2.60076 2.34315 -0.20
C 2.91934 -3.02948 1.16118 -0.20
C -0.07979 -5.42877 -0.35808 -0.42
C -0.82732 -5.69964 0.78616 -0.15
C -1.43481 -6.93300 0.96938 -0.23
C -1.30075 -7.92376 0.00614 -0.22
C -0.55429 -7.67279 -1.13593 -0.22
C 0.04928 -6.43487 -1.31180 -0.21
H 1.76774 -3.89079 -1.78688 -0.10
H -0.33371 -2.50186 1.94798 0.20
H 0.70195 -1.75645 4.04780 0.21
H 3.15961 -1.80819 4.30931 0.21
H 4.57976 -2.59125 2.43628 0.21
H 3.55487 -3.32586 0.33474 0.23
H -0.93348 -4.94163 1.55497 0.20
H -2.01331 -7.12175 1.86550 0.21
H -1.77440 -8.88732 0.14736 0.21
H -0.44129 -8.44130 -1.89082 0.21
H 0.63149 -6.25151 -2.20892 0.21
N -1.59973 -1.94683 -1.58752 -0.36
C -0.68607 -2.57169 -1.27215 -0.08
S 4.68061 -1.30897 -1.94977 -0.32
C 3.07668 -1.22604 -1.73053 0.16
N 1.91935 -1.22408 -1.53222 -0.74



[4]
112
Properties=species:S:1:pos:R:3:lowdin_spin:R:1 method="wB97M-V/def2-TZVPD" mol_weight_g_mol=1261.79 spin_multiplicity=2 charge=-1 energy_ev=-184917.5428 lumo_ev=1.54 de_lowest_kj_mol=127.0 gap_ha=0.2424 homo_ev=-5.06 largest_force_ev_per_a=1.375
Cs -0.82663 -0.81166 1.11853 0.03
C 5.03310 1.55628 -0.87400 0.00
N 4.04499 0.54953 -0.58610 0.00
C 2.82148 0.72252 -0.07333 0.00
N 2.18400 -0.42531 -0.02575 0.00
C 3.10005 -1.29597 -0.51904 0.00
N 4.23726 -0.74745 -0.89183 0.00
C 4.74210 2.28878 -2.16626 0.00
C 5.37558 3.49480 -2.44129 0.00
C 5.10815 4.18136 -3.61753 0.00
C 4.19994 3.67671 -4.53217 0.00
C 3.56378 2.46831 -4.26329 0.00
C 3.83738 1.77816 -3.08672 0.00
C 2.59249 1.93958 -5.21621 0.00
N 2.11837 2.50118 -6.27645 0.00
N 1.23683 1.59936 -6.84178 0.00
C 1.20392 0.57578 -6.05758 0.00
O 2.03621 0.72120 -4.99886 0.00
C 0.42300 -0.64933 -6.20515 0.00
C -0.53107 -0.72733 -7.21869 0.00
C -1.27267 -1.88332 -7.37068 0.00
C -1.06541 -2.96487 -6.52288 0.00
C -0.11103 -2.89812 -5.51956 0.00
C 0.10753 -4.06562 -4.58371 0.00
N -0.29173 -3.74652 -3.22974 0.00
C 0.45221 -3.24180 -2.23337 0.00
N -0.31602 -2.85439 -1.24521 0.00
C -1.57129 -3.14200 -1.69710 0.00
N -1.59773 -3.68435 -2.89585 0.00
C 0.62938 -1.73246 -5.35958 0.00
H 5.99670 1.04992 -0.91709 0.00
H 5.06403 2.24946 -0.03202 0.00
H 2.44946 1.67824 0.26038 0.00
H 2.93735 -2.35969 -0.57642 0.00
H 6.07509 3.90582 -1.72218 0.00
H 5.60452 5.12232 -3.81595 0.00
H 3.97197 4.20468 -5.44798 0.00
H 3.33086 0.84378 -2.88362 0.00
H -0.68070 0.12553 -7.86644 0.00
H -2.02444 -1.94352 -8.14641 0.00
H -1.66017 -3.86338 -6.63325 0.00
H 1.16114 -4.34648 -4.55532 0.00
H -0.46848 -4.92970 -4.90979 0.00
H 1.52766 -3.17551 -2.28304 0.00
H -2.45705 -2.93307 -1.11070 0.00
H 1.36697 -1.66071 -4.56874 0.00
C -3.43653 1.55150 -2.54184 0.04
C -3.11161 2.87056 -2.83865 -0.02
C -2.17530 3.57552 -2.09111 0.03
C -1.52891 2.96125 -1.01182 0.09
C -1.89845 1.65577 -0.79652 0.68
C -2.80826 0.90308 -1.47527 0.09
C -0.52786 3.60125 -0.12598 0.02
C -0.13170 4.95367 -0.30162 0.00
C 0.79126 5.49247 0.54148 0.00
C 1.33701 4.70589 1.58085 0.00
C 2.30345 5.18076 2.49724 0.00
C 2.79147 4.35798 3.47314 0.00
C 2.33669 3.02512 3.58156 0.00
C 1.40123 2.54310 2.70996 0.00
C 0.87998 3.37098 1.68691 0.00
N -0.03549 2.84580 0.82887 0.02
H -4.18123 1.02965 -3.13011 0.01
H -3.60318 3.36485 -3.66703 0.00
H -1.96020 4.60296 -2.35794 0.01
H -3.04568 -0.11184 -1.17087 0.01
H -0.55881 5.54373 -1.09959 0.00
H 1.11588 6.52069 0.42762 0.00
H 2.65142 6.20381 2.40728 0.00
H 3.53975 4.71994 4.16634 0.00
H 2.74259 2.37620 4.34812 0.00
H 1.06214 1.51493 2.77006 0.00
C 0.29031 -5.07843 3.92770 0.00
C 0.54100 -3.91270 3.18896 0.00
N 0.08739 -2.72839 3.52719 0.00
C -0.64401 -2.61568 4.65136 0.00
C -0.96110 -3.72363 5.45704 0.00
C -0.46966 -4.97953 5.06102 0.00
C -1.74954 -3.55652 6.64262 0.00
C -2.18699 -2.33670 7.01126 0.00
C -1.87258 -1.17748 6.22843 0.00
C -2.30213 0.10675 6.60216 0.00
C -1.97274 1.17925 5.81927 0.00
C -1.21646 0.94930 4.66166 0.00
N -0.79508 -0.23650 4.28693 0.00
C -1.11051 -1.29838 5.05227 0.00
H 0.70140 -6.02339 3.60034 0.00
H 1.15134 -3.95678 2.29324 0.00
H -0.69310 -5.85079 5.66592 0.00
H -1.97854 -4.43447 7.23509 0.00
H -2.78038 -2.20358 7.90813 0.00
H -2.88957 0.22941 7.50463 0.00
H -2.28441 2.18406 6.06924 0.00
H -0.94994 1.78072 4.01645 0.00
Cl 3.06357 -0.13304 5.62797 0.00
Ge 2.96497 -0.68455 3.38888 0.00
Cl 3.94705 -2.75911 3.49296 0.00
Cl 4.84033 0.53206 2.69565 0.00
C -4.48707 -3.02931 2.22859 0.00
C -4.44751 -1.78969 1.31390 0.00
O -3.22210 -1.53811 0.82761 0.00
C -4.91787 -0.57170 2.15639 0.00
F -4.98819 0.56566 1.44817 0.00
F -6.12763 -0.73502 2.74676 0.00
F -4.04100 -0.34865 3.15720 0.00
C -5.44069 -2.01788 0.14782 0.00
F -6.71739 -2.24632 0.53887 0.00
F -5.48558 -0.99043 -0.71759 0.00
F -5.06738 -3.10051 -0.56664 0.00
H -3.79628 -2.84929 3.05216 0.00
H -4.12199 -3.87867 1.65384 0.00
H -5.47866 -3.25232 2.62525 0.00



[5]
14
Properties=species:S:1:pos:R:3:nbo_charge:R:1 method="wB97M-V/def2-TZVPD" mol_weight_g_mol=110.12 spin_multiplicity=1 charge=0 energy_ev=-10203.0908 lumo_ev=0.86 de_lowest_kj_mol=274.9 gap_ha=0.3505 homo_ev=-8.67 largest_force_ev_per_a=2.778
C -1.38090 -0.30427 2.12706 -0.50
N -2.12320 -0.07099 0.94170 -0.12
N -1.58536 0.21714 -0.10823 -0.11
C -0.12826 0.06740 -0.33618 -0.10
C 1.03334 -0.37943 0.35753 -0.08
N 2.11877 -0.26410 -0.38484 -0.26
N 1.71605 0.29332 -1.50906 -0.31
C 0.38763 0.49163 -1.56471 -0.02
H -0.96794 -1.29461 2.08398 0.21
H -2.16638 -0.21285 2.91391 0.22
H -0.60467 0.45937 2.30238 0.21
H 1.16924 -0.75480 1.36720 0.22
H 2.34650 0.46879 -2.27570 0.41
H -0.13132 0.85457 -2.47103 0.23



[6]
14
Properties=species:S:1:pos:R:3:nbo_charge:R:1 method="wB97M-V/def2-TZVPD" mol_weight_g_mol=195.62 spin_multiplicity=1 charge=+1 energy_ev=-59083.9732 lumo_ev=-4.10 de_lowest_kj_mol=0.0 gap_ha=0.3953 homo_ev=-14.86 largest_force_ev_per_a=1.723
O 0.10239 1.16287 0.29241 -0.45
C -0.10589 0.24988 -0.63825 1.03
C 0.63535 2.36361 -0.30087 -0.11
O -0.57795 -0.84472 -0.41800 -0.77
O 0.13974 0.70591 -1.85260 -0.44
C 0.45071 2.11199 -1.80152 -0.10
H 1.68584 2.44870 -0.00304 0.21
H 0.06111 3.21515 0.07352 0.23
H 1.35751 2.28318 -2.38767 0.23
H -0.39402 2.66029 -2.23235 0.21
Cu -1.29593 -2.36704 0.58353 0.94
O -1.05784 -3.91438 2.09171 -0.65
C -0.72152 -4.67959 2.90220 1.08
O -0.27950 -5.39584 3.69091 -0.41